(1)
DFT (wB97M-V/def2-TZVPD) results for an isolated molecule of C4H11NOS at a distorted geometry.

Results
- Energy relative to the best compared isomer or geometry (same formula, charge and spin): 25.23 kcal per mole
- Charge: 0
- F_max: 1.0 eV/A
- DFT total energy: -687.1691 Ha
- Orbital gap: 9.93 eV
- Spin multiplicity: 1

Cartesian coordinates (Å):
C 0.19 1.54 0.33
C -0.41 0.20 -0.12
C -0.79 0.16 -1.59
S -2.01 1.40 -2.18
N 0.57 -0.88 0.04
C 0.71 -1.35 1.38
O 1.39 -2.58 1.47
H 0.98 1.79 -0.36
H -0.56 2.33 0.24
H 0.59 1.52 1.34
H -1.27 -0.08 0.49
H -1.22 -0.82 -1.77
H 0.04 0.28 -2.28
H -1.41 2.47 -1.64
H 1.45 -0.58 -0.36
H -0.29 -1.45 1.82
H 1.26 -0.69 2.06
H 0.79 -3.26 1.14

***

(2)
DFT (wB97M-V/def2-TZVPD) results for a structure of composition C5H7NO at a distorted geometry.

Results
- Energy relative to the best compared isomer or geometry (same formula, charge and spin): 117.82 kcal per mole
- Charge: 0
- F_max: 1.5 eV/A
- DFT total energy: -324.5367 Ha
- Orbital gap: 7.54 eV
- Spin multiplicity: 1

Cartesian coordinates (Å):
O 0.34 0.95 1.39
C 0.99 1.30 0.34
C 0.52 1.00 -0.95
C -0.14 -0.39 -1.10
C -0.23 -1.26 0.15
C -0.91 -0.34 1.13
N -0.91 0.76 -1.09
H 1.95 1.85 0.46
H 1.11 1.36 -1.79
H 0.17 -0.89 -2.04
H 0.74 -1.59 0.54
H -0.83 -2.17 -0.03
H -0.86 -0.57 2.18
H -1.91 -0.01 0.80

***

(3)
DFT (wB97M-V/def2-TZVPD) results for an isolated molecule of C5H10O at a distorted geometry.

Results
- Energy relative to the best compared isomer or geometry (same formula, charge and spin): 46.23 kcal per mole
- Charge: 0
- F_max: 4.9 eV/A
- DFT total energy: -271.6789 Ha
- Orbital gap: 10.55 eV
- Spin multiplicity: 1

Cartesian coordinates (Å):
O -0.52 -2.67 0.51
C -0.58 -1.42 0.49
C 0.19 -0.57 -0.55
C -0.17 0.91 -0.17
C 0.74 1.37 1.11
C 0.17 1.80 -1.33
H -1.38 -0.79 0.86
H 1.27 -0.84 -0.60
H -0.29 -0.72 -1.45
H -1.23 0.83 0.29
H 1.85 1.09 1.12
H 0.21 0.73 1.98
H 0.64 2.46 1.35
H -0.39 1.48 -2.32
H -0.02 2.82 -1.04
H 1.34 1.82 -1.57